Record 1
Formula: C47H58ClFNO4SSbSe4Zr
Source: the Open Molecules 2025 dataset
Level of theory: the ωB97M-V functional and the def2-TZVPD basis

Output
Total charge: -2
Frontier orbital gap: 5.52 eV
Highest occupied orbital energy: -2.10 eV
Energy relative to the best compared isomer or geometry (same formula, charge and spin): 421.6 kJ/mol

```
119
C47H58ClFNO4SSbSe4Zr the ωB97M-V functional and the def2-TZVPD basis
Zr 0.401 0.786 1.036
C 1.448 -2.888 -1.657
O 1.227 -1.774 -0.828
C 1.671 -1.912 0.486
C 0.907 -2.603 1.442
C -0.504 -3.060 1.164
C -1.625 -2.039 1.321
C -2.676 -2.260 2.190
C -3.849 -1.502 2.154
C -4.052 -0.742 1.004
C -3.026 -0.491 0.112
C -3.289 0.110 -1.255
C -2.518 1.351 -1.622
C -3.114 2.588 -1.435
C -2.489 3.775 -1.806
C -1.185 3.683 -2.262
C -0.526 2.463 -2.412
C 0.943 2.547 -2.769
C 1.813 1.319 -2.704
C 2.382 0.838 -3.872
C 3.356 -0.148 -3.876
C 3.763 -0.648 -2.642
C 3.228 -0.199 -1.452
C 3.811 -0.636 -0.135
C 2.908 -1.369 0.843
C 3.416 -1.617 2.120
C 2.750 -2.427 3.029
C 1.474 -2.864 2.681
C 3.377 -2.904 4.328
C 2.630 -2.323 5.529
C 3.294 -4.443 4.354
C 4.849 -2.503 4.447
C 2.215 0.783 -1.464
O 1.759 1.248 -0.329
C 4.030 -0.639 -5.150
C 5.546 -0.416 -5.029
C 3.545 0.097 -6.403
C 3.755 -2.136 -5.347
C -1.232 1.286 -2.187
O -0.658 0.060 -2.507
C -0.796 -0.341 -3.846
C -3.235 5.093 -1.687
C -4.524 4.999 -2.518
C -2.419 6.282 -2.206
C -3.569 5.341 -0.213
C -1.721 -0.927 0.441
O -0.677 -0.337 -0.055
C -4.797 -1.500 3.344
C -3.987 -1.061 4.574
C -5.386 -2.894 3.599
C -5.955 -0.513 3.158
H 2.104 -3.623 -1.178
H 1.922 -2.534 -2.579
H 0.495 -3.369 -1.917
H -0.738 -3.899 1.830
H -0.558 -3.422 0.129
H -2.559 -3.037 2.935
H -5.015 -0.298 0.794
H -4.362 0.317 -1.321
H -3.050 -0.670 -1.989
H -4.090 2.607 -0.975
H -0.622 4.575 -2.488
H 1.371 3.276 -2.063
H 1.022 2.989 -3.773
H 2.068 1.300 -4.798
H 4.549 -1.392 -2.592
H 4.194 0.262 0.385
H 4.684 -1.275 -0.328
H 4.367 -1.174 2.377
H 0.881 -3.402 3.403
H 1.581 -2.598 5.525
H 2.684 -1.238 5.528
H 3.077 -2.685 6.452
H 2.260 -4.780 4.372
H 3.791 -4.827 5.244
H 3.775 -4.865 3.472
H 4.951 -1.422 4.519
H 5.427 -2.864 3.597
H 5.268 -2.943 5.351
H 5.748 0.632 -4.814
H 6.047 -0.690 -5.959
H 5.963 -1.016 -4.224
H 3.729 1.165 -6.316
H 2.482 -0.067 -6.570
H 4.088 -0.271 -7.273
H 4.108 -2.713 -4.496
H 4.263 -2.499 -6.242
H 2.687 -2.318 -5.459
H -1.199 0.457 -4.479
H -1.464 -1.213 -3.907
H 0.190 -0.629 -4.226
H -4.291 4.804 -3.564
H -5.086 5.930 -2.453
H -5.158 4.193 -2.161
H -2.125 6.144 -3.248
H -1.528 6.420 -1.599
H -3.018 7.190 -2.134
H -4.168 4.536 0.204
H -4.109 6.279 -0.096
H -2.654 5.396 0.372
H -3.158 -1.739 4.760
H -4.617 -1.031 5.463
H -3.571 -0.069 4.417
H -4.599 -3.621 3.778
H -5.975 -3.229 2.747
H -6.032 -2.870 4.477
H -5.580 0.479 2.919
H -6.529 -0.444 4.082
H -6.628 -0.836 2.365
F 0.511 -0.330 2.544
Cl -0.179 3.084 0.751
S -1.754 1.191 2.724
C -2.912 2.230 2.228
N -3.810 2.877 1.893
Se 0.307 4.526 4.403
Sb 0.580 2.199 3.801
Se 0.553 0.874 5.829
Se 4.152 1.662 3.726
Se 2.575 1.777 2.135
```

=====

Record 2
Formula: C47H58N9O4Zn
Source: the Open Molecules 2025 dataset
Level of theory: the ωB97M-V functional and the def2-TZVPD basis

Output
Total charge: -1
Frontier orbital gap (alpha / beta): 5.91 / 5.66 eV
Highest occupied orbital energy (alpha / beta): -4.81 / -4.68 eV

```
119
C47H58N9O4Zn the ωB97M-V functional and the def2-TZVPD basis
Zn -0.445 0.335 -0.838
C -0.748 -6.700 0.688
C 0.666 -6.236 0.311
C 1.300 -7.339 -0.540
C 1.506 -6.061 1.585
C 0.580 -4.895 -0.407
C -0.043 -3.844 0.201
C -0.160 -2.585 -0.431
N -0.785 -1.526 0.041
C -1.439 -1.315 1.173
C -1.190 -1.898 2.429
C -1.988 -1.611 3.501
C -3.090 -0.749 3.291
C -3.366 -0.098 2.121
C -2.501 -0.319 0.985
O -2.624 0.215 -0.132
C -4.527 0.892 2.105
C -5.829 0.128 2.404
C -4.277 1.964 3.179
C -4.702 1.621 0.773
C -1.730 -2.145 4.902
C -1.515 -0.966 5.862
C -0.489 -3.040 4.967
C -2.940 -2.973 5.355
C 0.292 -2.413 -1.815
O 0.050 -1.350 -2.414
C 0.986 -3.541 -2.413
C 1.125 -4.693 -1.699
C 1.553 -3.390 -3.815
C 2.239 -4.662 -4.327
C 2.595 -2.266 -3.784
C 0.420 -3.047 -4.791
H -0.702 -7.652 1.212
H -1.353 -6.826 -0.208
H -1.248 -5.982 1.331
H 1.299 -8.275 0.016
H 2.332 -7.105 -0.790
H 0.735 -7.494 -1.457
H 1.594 -7.005 2.122
H 1.052 -5.331 2.250
H 2.504 -5.714 1.331
H -0.501 -3.969 1.168
H -0.295 -2.486 2.538
H -3.726 -0.562 4.143
H -5.802 -0.348 3.381
H -5.984 -0.645 1.654
H -6.680 0.807 2.379
H -4.211 1.534 4.175
H -5.086 2.693 3.179
H -3.341 2.472 2.960
H -4.903 0.925 -0.034
H -3.804 2.175 0.518
H -5.538 2.317 0.851
H -0.673 -0.362 5.531
H -1.307 -1.327 6.868
H -2.391 -0.326 5.908
H 0.405 -2.491 4.683
H -0.595 -3.905 4.316
H -0.350 -3.403 5.985
H -3.841 -2.368 5.392
H -2.768 -3.388 6.347
H -3.112 -3.793 4.660
H 1.659 -5.515 -2.140
H 3.092 -4.928 -3.706
H 2.605 -4.488 -5.338
H 1.544 -5.499 -4.363
H 3.384 -2.511 -3.075
H 2.141 -1.331 -3.475
H 3.042 -2.130 -4.766
H -0.323 -3.844 -4.802
H 0.820 -2.935 -5.797
H -0.065 -2.121 -4.500
N 5.641 1.019 -2.543
C 4.703 0.567 -2.039
N 3.756 -0.055 -1.444
C 2.570 0.165 -1.139
N 1.478 0.221 -0.721
N -2.068 5.788 1.943
C -1.429 4.892 1.120
N -0.769 5.348 0.066
N -1.484 3.648 1.509
C -0.895 2.618 1.037
N -0.457 1.567 0.819
H -2.353 6.679 1.571
H -2.681 5.368 2.622
H -0.753 6.339 -0.109
H -0.508 4.729 -0.749
C 2.582 7.731 0.811
C 2.486 6.311 0.321
C 2.587 5.265 1.230
C 2.512 3.951 0.799
C 2.401 3.663 -0.545
C 2.349 4.697 -1.475
N 2.392 4.453 -2.837
C 2.187 3.234 -3.475
C 3.103 2.854 -4.458
C 2.930 1.692 -5.181
C 1.828 0.888 -4.943
C 0.910 1.253 -3.978
C 1.065 2.423 -3.244
C -0.063 2.830 -2.332
O -0.231 4.051 -2.132
O -0.829 1.933 -1.895
C 2.326 6.030 -1.033
C 2.130 7.123 -2.047
H 2.860 7.749 1.863
H 1.627 8.249 0.703
H 3.331 8.285 0.245
H 2.734 5.484 2.280
H 2.579 3.140 1.509
H 2.377 2.639 -0.879
H 2.971 5.095 -3.361
H 3.964 3.482 -4.648
H 3.661 1.409 -5.928
H 1.678 -0.012 -5.520
H 0.043 0.641 -3.782
H 1.479 6.769 -2.844
H 3.078 7.442 -2.487
H 1.665 7.995 -1.594
```

=====

Record 3
Formula: C47H59AsN6P2ReSi3
Source: the Open Molecules 2025 dataset
Level of theory: the ωB97M-V functional and the def2-TZVPD basis

Output
Total charge: +4
Frontier orbital gap (alpha / beta): 5.74 / 6.12 eV
Highest occupied orbital energy (alpha / beta): -18.12 / -18.16 eV
2S+1: 2

```
119
C47H59AsN6P2ReSi3 the ωB97M-V functional and the def2-TZVPD basis
Re 0.043 -0.182 0.524
N -2.587 -3.361 -0.735
C -1.765 -2.350 -0.742
N -1.247 -1.781 0.358
C -1.591 -2.384 1.604
N -1.007 -2.018 2.691
N -0.099 -1.012 2.420
C 0.527 -0.486 3.414
C 1.407 0.627 3.102
C 2.108 1.297 4.086
C 2.834 2.435 3.737
C 2.819 2.843 2.419
C 2.111 2.101 1.478
N 1.423 1.005 1.790
C -2.584 -3.444 1.640
C -3.028 -4.005 2.843
C -3.942 -5.039 2.815
C -4.421 -5.529 1.597
C -3.994 -4.988 0.397
C -3.078 -3.949 0.443
H -2.899 -3.715 -1.633
H -1.469 -1.971 -1.700
H 0.369 -0.854 4.423
H 2.074 0.948 5.110
H 3.381 2.992 4.487
H 3.355 3.727 2.100
H 2.083 2.397 0.443
H -2.648 -3.623 3.781
H -4.285 -5.479 3.741
H -5.136 -6.340 1.589
H -4.361 -5.371 -0.547
N -2.443 1.263 0.088
P -1.381 1.744 1.336
C -1.370 3.531 1.173
C -0.332 4.247 0.581
C -0.481 5.604 0.347
C -1.662 6.241 0.708
C -2.691 5.528 1.310
C -2.551 4.173 1.559
C -2.159 1.307 2.879
C -1.652 1.850 4.064
C -2.211 1.492 5.280
C -3.273 0.592 5.315
C -3.780 0.058 4.139
C -3.223 0.406 2.917
P -1.420 0.843 -1.199
C -0.862 2.299 -2.074
C -1.806 3.114 -2.710
C -1.394 4.268 -3.353
C -0.043 4.606 -3.383
C 0.897 3.795 -2.762
C 0.480 2.648 -2.106
C -2.560 0.061 -2.355
C -2.200 -0.019 -3.704
C -3.071 -0.577 -4.627
C -4.312 -1.046 -4.211
C -4.677 -0.967 -2.872
C -3.804 -0.424 -1.942
H -3.271 1.823 -0.118
H 0.586 3.757 0.295
H 0.320 6.168 -0.112
H -1.776 7.302 0.532
H -3.602 6.035 1.601
H -3.349 3.634 2.056
H -0.852 2.584 4.042
H -1.846 1.934 6.197
H -3.719 0.325 6.264
H -4.625 -0.618 4.173
H -3.632 0.000 1.999
H -2.859 2.857 -2.710
H -2.121 4.900 -3.844
H 0.275 5.500 -3.903
H 1.946 4.061 -2.803
H 1.195 1.990 -1.625
H -1.253 0.385 -4.045
H -2.798 -0.622 -5.673
H -5.004 -1.455 -4.937
H -5.654 -1.311 -2.558
H -4.102 -0.364 -0.901
C 0.494 -2.606 -3.214
Si 2.024 -1.546 -3.169
C 3.505 -2.529 -3.652
C 1.859 0.108 -3.983
As 2.073 -0.822 -0.746
Si 4.204 0.495 -0.631
C 4.836 0.279 1.109
C 3.954 2.275 -1.146
C 5.271 -0.346 -1.882
Si 2.694 -3.007 0.598
C 3.314 -2.476 2.256
C 3.943 -3.734 -0.542
C 1.174 -4.051 0.705
H 0.580 -3.359 -4.002
H -0.387 -2.002 -3.440
H 0.363 -3.139 -2.273
H 3.358 -2.693 -4.728
H 3.542 -3.509 -3.185
H 4.463 -2.036 -3.536
H 1.444 -0.026 -4.988
H 2.824 0.603 -4.110
H 1.195 0.771 -3.438
H 4.049 0.098 1.837
H 5.385 1.172 1.421
H 5.541 -0.553 1.151
H 2.943 2.609 -1.347
H 4.524 2.434 -2.064
H 4.379 2.929 -0.381
H 5.333 -1.423 -1.759
H 6.288 0.044 -1.771
H 4.956 -0.113 -2.899
H 4.381 -2.260 2.255
H 3.144 -3.310 2.946
H 2.790 -1.609 2.652
H 4.605 -3.025 -1.030
H 3.458 -4.349 -1.299
H 4.576 -4.393 0.065
H 0.527 -3.748 1.522
H 1.509 -5.071 0.925
H 0.612 -4.095 -0.228
```

=====

Record 4
Formula: C47H59Cl2FN11O4RuS
Source: the Open Molecules 2025 dataset
Level of theory: the ωB97M-V functional and the def2-TZVPD basis

Output
Total charge: +2
Frontier orbital gap (alpha / beta): 5.58 / 5.61 eV
Highest occupied orbital energy (alpha / beta): -10.48 / -10.47 eV
2S+1: 2
Energy relative to the best compared isomer or geometry (same formula, charge and spin): 163.3 kJ/mol

```
126
C47H59Cl2FN11O4RuS the ωB97M-V functional and the def2-TZVPD basis
Ru -0.205 -0.009 0.848
C -0.174 -4.326 -2.507
N -0.503 -3.020 -1.963
C -1.691 -2.397 -2.519
C 0.318 -2.332 -1.148
N 0.318 -0.994 -1.175
C 0.480 -0.323 -2.376
C 1.225 -0.904 -3.402
C 1.635 -0.184 -4.525
C 1.336 1.147 -4.639
C 0.542 1.775 -3.658
C 0.244 3.153 -3.767
C -0.539 3.771 -2.832
C -1.136 3.010 -1.821
C -0.898 1.655 -1.704
N -1.648 0.935 -0.751
C -2.951 0.939 -0.865
N -3.801 0.679 0.186
C -3.280 0.636 1.529
C -4.823 -0.355 -0.006
N -3.591 1.218 -2.035
C -3.041 0.891 -3.339
C -4.851 1.940 -2.082
C 0.046 1.026 -2.555
N 1.129 -3.012 -0.321
C 2.375 -2.447 0.162
C 0.773 -4.287 0.276
H -0.275 -4.280 -3.594
H -0.845 -5.105 -2.138
H 0.853 -4.592 -2.277
H -1.501 -2.015 -3.528
H -2.007 -1.593 -1.862
H -2.487 -3.141 -2.554
H 1.552 -1.932 -3.293
H 2.232 -0.677 -5.281
H 1.705 1.732 -5.472
H 0.647 3.709 -4.604
H -0.724 4.836 -2.885
H -1.819 3.471 -1.116
H -2.770 2.642 1.850
H -2.742 -0.296 1.701
H -4.139 0.676 2.205
H -5.198 -0.334 -1.023
H -5.654 -0.178 0.678
H -4.403 -1.347 0.188
H -2.230 0.177 -3.241
H -2.674 1.777 -3.862
H -3.831 0.432 -3.939
H -5.178 2.211 -1.083
H -5.629 1.345 -2.566
H -4.715 2.854 -2.667
H 3.191 -3.141 -0.061
H 2.330 -2.306 1.240
H 2.575 -1.500 -0.333
H -0.278 -4.508 0.110
H 0.941 -4.215 1.353
H 1.394 -5.098 -0.110
Cl 2.377 0.099 2.542
C 3.561 0.738 1.471
C 4.905 0.607 1.754
C 5.830 1.052 0.823
C 5.403 1.563 -0.392
C 4.049 1.690 -0.653
Cl 3.534 2.266 -2.194
C 3.084 1.342 0.305
S 1.412 1.788 0.074
H 5.228 0.170 2.689
H 6.887 0.980 1.041
H 6.117 1.869 -1.144
C -4.539 -3.360 6.107
C -3.539 -4.330 5.483
N -2.514 -3.640 4.697
C -2.722 -3.483 3.369
C -1.882 -2.825 2.530
C -2.299 -2.686 1.069
O -3.078 -3.528 0.630
O -1.840 -1.681 0.440
C -0.659 -2.283 3.019
O 0.213 -1.753 2.296
C -0.450 -2.429 4.459
C 0.705 -1.911 5.046
C 0.914 -2.013 6.393
F 2.061 -1.521 6.903
C -0.018 -2.627 7.240
C -1.166 -3.145 6.656
C -1.394 -3.082 5.276
N 0.132 -2.716 8.643
C 0.029 -4.017 9.289
C -0.806 -3.843 10.571
N -0.648 -2.419 11.019
C 0.768 -1.966 10.862
C 1.073 -1.854 9.354
H -5.286 -3.911 6.676
H -5.053 -2.802 5.325
H -4.047 -2.645 6.767
H -4.063 -5.012 4.817
H -3.053 -4.942 6.242
H -3.618 -3.932 2.958
H 1.460 -1.452 4.422
H -1.903 -3.593 7.308
H 1.024 -4.404 9.541
H -0.439 -4.740 8.628
H -0.459 -4.501 11.365
H -1.864 -4.028 10.397
H -0.971 -2.305 11.979
H -1.223 -1.836 10.407
H 1.406 -2.700 11.350
H 0.902 -1.009 11.360
H 2.120 -2.120 9.189
H 0.931 -0.830 9.011
N -2.377 1.711 1.835
C -1.185 1.400 2.340
N -0.503 2.354 2.959
C 0.442 2.014 4.015
C -0.143 2.498 5.339
O -0.354 3.893 5.322
C -1.263 4.264 4.304
C -0.774 3.790 2.937
H 1.397 2.512 3.839
H 0.572 0.937 4.046
H 0.550 2.291 6.154
H -1.095 1.975 5.525
H -1.332 5.350 4.327
H -2.252 3.833 4.516
H 0.172 4.281 2.698
H -1.490 4.044 2.157
```

=====

Q: Among the records above, which one has the lowest total charge?
A: C47H58ClFNO4SSbSe4Zr